Below is 2 unconnected molecules or ions with the total composition C4H13N2O at a distorted geometry, with properties calculated with ωB97M-V with the def2-TZVPD basis set.

The max |F| comes out at 2.58 eV/Å. The calculation puts the total energy at -344.6973 a.u. Its energy above the lowest of the compared OMol25 structures with the same formula, charge and spin is 43.6 kcal/mol. The calculation puts the frontier orbital gap at 11.1135 eV. As for the lowest unoccupied orbital energy: -3.030 eV.

Structure (ORCA input):
```
! wB97M-V def2-TZVPD RIJCOSX def2/J DEFGRID3
* xyz 1 1
C 1.24387 -1.52378 1.29597
C 1.38639 -1.35354 -0.21161
C 0.53532 -0.29220 -0.79023
C 0.84991 0.90993 -1.24156
N -0.15693 1.88372 -1.42331
N -0.93452 -0.54081 -0.61246
H 1.85708 -2.32715 1.69451
H 0.24885 -1.72791 1.69344
H 1.47148 -0.57188 1.78716
H 2.44476 -1.25011 -0.42253
H 1.09235 -2.28503 -0.72174
H 1.89423 1.15320 -1.42605
H -0.25068 2.58677 -0.70959
H -0.31360 2.26185 -2.34388
H -1.32259 0.41857 -0.64898
H -1.29817 -1.20440 -1.29214
H -0.98447 -0.93489 0.27417
H -3.22432 1.97765 1.44278
H -1.94297 1.57451 2.14513
O -2.59598 1.24550 1.51095
*
```


Below is 2 unconnected molecules or ions with the total composition C8H16N2O4S at a distorted geometry, with properties calculated with ωB97M-V with the def2-TZVPD basis set.

The max |F| comes out at 9.34 eV/Å. The calculation puts the total energy at -1122.8291 a.u. Its energy above the lowest of the compared OMol25 structures with the same formula, charge and spin is 189.2 kcal/mol. The calculation puts the frontier orbital gap at 8.2936 eV. As for the lowest unoccupied orbital energy: -0.245 eV.

Structure (ORCA input):
```
! wB97M-V def2-TZVPD RIJCOSX def2/J DEFGRID3
* xyz 0 1
C -1.66958 -0.60346 -0.06322
C -0.47371 0.42194 -0.17040
C -1.20479 -1.66894 0.99573
C -0.06752 -2.54751 0.72620
C -1.68600 -4.46403 -0.92113
C 1.21291 1.85949 1.00541
C 0.43679 3.13818 0.76659
C 2.29138 1.62897 -0.16889
H -1.22157 -1.60950 -1.90488
H -2.56147 -0.39061 -1.81250
H -2.58652 0.02939 0.27221
H -2.17113 -2.26891 1.40384
H -0.94228 -0.81428 1.86278
H 0.72158 -1.75785 0.32969
H 0.14436 -3.30260 1.72108
H -2.69163 -3.81536 -0.71048
H -1.96148 -5.87508 -0.56657
H -1.87308 -4.47616 -2.23779
H -0.28466 0.49950 1.84275
H 1.77691 1.87825 1.98495
H 2.39141 0.51821 -0.28290
H 1.86488 1.93524 -1.19863
H 4.27767 1.98587 -0.10450
H 2.06606 3.78912 -0.07703
N -2.02256 -1.14791 -1.33888
N 0.14926 0.86279 0.87896
O -0.27160 0.56722 -1.43064
O -0.66393 3.33337 1.34400
O 3.24528 2.44011 0.21405
O 1.12318 4.22389 0.10992
S -0.27102 -3.46463 -0.76393
*
```